[1]
87
Properties=species:S:1:pos:R:3:forces:R:3:mulliken_charge:R:1 method="wB97M-V/def2-TZVPD" smiles="NP(O)[C@H]1[C@@H](N(C(=O)F)C(=O)F)[C@@H]([PH2]=S)S(=O)(=O)O[C@@H]1CC[C@](F)(Br)C(F)(F)Br.CCOCC.CCOCC.CCOCC" e_lumo_ha=0.0013
N 3.84540 -1.34223 1.35848 -0.3 0.1 -0.1 -0.437
P 3.64342 0.17011 0.61110 1.1 0.6 -0.4 0.139
O 2.67867 0.93313 1.67643 -0.2 -0.3 0.0 -0.512
C 2.58966 -0.22084 -0.91413 -1.0 -0.1 1.5 -0.172
C 2.48587 1.13977 -1.58896 0.8 0.2 -0.5 -0.686
C 2.57450 1.24239 -3.11843 -0.3 -0.1 -0.5 -1.591
C 2.87917 -0.04497 -3.88061 0.4 0.0 0.0 -0.932
C 2.49404 0.07198 -5.34436 0.6 -0.1 0.0 0.364
F 2.84971 1.31581 -5.79507 -0.2 -0.1 -0.2 -0.311
Br 0.60927 -0.18246 -5.56746 -0.2 0.1 0.0 0.029
C 3.26622 -0.98494 -6.19194 -0.2 -0.4 -0.5 0.394
F 3.33693 -2.15465 -5.49325 -0.2 0.7 -0.5 -0.230
F 2.65277 -1.24071 -7.37622 0.4 0.1 0.9 -0.200
Br 5.07157 -0.38846 -6.59293 -0.1 -0.2 0.1 -0.109
O 1.38714 1.91477 -1.02548 -0.1 -0.3 0.3 -0.177
S -0.07800 1.44923 -1.39344 -1.0 -0.1 -0.6 0.890
O -0.46088 1.92308 -2.68154 0.3 0.1 -0.3 -0.611
O -0.94986 1.76162 -0.31731 0.3 0.1 0.6 -0.570
C 0.11751 -0.32363 -1.57828 0.2 0.0 0.9 0.774
P -1.54801 -1.16868 -1.69813 -0.4 -0.4 -1.7 0.343
S -1.86095 -1.89977 -3.47547 0.2 0.0 0.3 -0.407
C 1.22394 -0.96572 -0.70205 0.5 0.5 -0.2 -1.120
N 0.94121 -1.24008 0.74538 -0.8 -0.5 -0.9 0.656
C 0.90971 -2.62969 1.04349 0.2 0.5 -0.1 0.416
O 1.47190 -3.15831 1.91771 0.2 -0.4 0.8 -0.441
F 0.17917 -3.32759 0.17225 -0.2 -0.4 -0.5 -0.193
C -0.06886 -0.54567 1.43757 0.7 0.0 0.2 0.327
O -0.01122 0.50640 1.93418 -0.1 0.9 0.1 -0.391
F -1.17586 -1.29402 1.54582 -0.4 -0.4 0.2 -0.020
H 4.69557 -1.31735 1.90171 0.1 -0.2 0.1 0.310
H 3.88780 -2.10582 0.69886 0.0 -0.2 0.1 0.200
H 2.12034 1.61163 1.27774 -0.1 0.1 0.1 0.350
H 3.27042 -0.87150 -1.44886 0.1 0.0 -0.4 0.911
H 3.35611 1.68306 -1.22986 0.0 0.3 0.1 0.858
H 3.36874 1.93702 -3.35974 0.1 0.2 0.0 0.395
H 1.68600 1.69477 -3.54528 -0.3 0.0 0.2 0.450
H 2.41503 -0.93491 -3.47284 -0.2 -0.1 0.0 0.491
H 3.95124 -0.23135 -3.85881 0.2 -0.1 0.1 0.548
H 0.48268 -0.42101 -2.59525 0.0 0.0 -0.3 -0.397
H -2.47957 -0.17591 -1.38452 0.1 0.0 0.6 0.154
H -1.59257 -2.17186 -0.73661 0.0 0.3 0.5 -0.042
H 1.36251 -1.94024 -1.15529 -0.1 -0.3 0.1 0.490
C 4.00385 5.29776 -1.23596 0.1 0.0 0.0 -1.208
C 4.15553 4.49750 0.04687 -0.1 0.1 0.0 0.032
O 5.34763 3.74028 0.11833 -0.1 -0.2 0.0 -0.283
C 6.55607 4.47512 0.07205 0.1 0.1 0.0 -0.383
C 6.71904 5.46685 1.21131 -0.1 0.0 0.0 -1.063
H 4.11277 4.64934 -2.10730 0.0 0.0 0.0 0.270
H 3.02138 5.76868 -1.27022 0.0 0.0 0.0 0.399
H 4.75263 6.08677 -1.31436 0.0 0.0 0.0 0.388
H 3.34702 3.76625 0.11318 0.0 0.0 0.0 -0.062
H 4.05997 5.15010 0.92173 0.0 0.0 0.0 0.368
H 6.66392 4.97903 -0.89552 0.0 0.0 0.0 0.315
H 7.34644 3.72674 0.12589 0.0 -0.1 0.0 0.321
H 5.98581 6.27312 1.15934 0.0 0.0 0.0 0.269
H 7.71022 5.91894 1.17498 0.0 0.0 0.0 0.393
H 6.59586 4.96657 2.17230 0.0 0.0 0.0 0.290
C -5.94990 -5.73040 -0.00861 0.0 0.1 0.1 -1.085
C -4.72011 -5.01847 -0.54657 0.0 -0.1 0.0 -0.266
O -4.76582 -3.61107 -0.41126 0.0 0.1 -0.1 -0.454
C -4.86127 -3.11589 0.91156 0.0 0.1 0.1 -0.211
C -3.69215 -3.50106 1.79804 0.1 -0.1 0.0 -0.678
H -6.85469 -5.31919 -0.45744 0.0 0.0 0.0 0.276
H -5.89602 -6.79473 -0.23818 0.0 0.0 0.0 0.404
H -6.03926 -5.62940 1.07407 0.0 0.0 0.0 0.265
H -4.63306 -5.19916 -1.61774 0.0 0.1 0.0 0.384
H -3.81094 -5.42042 -0.08375 0.0 0.0 0.0 0.250
H -5.80899 -3.41415 1.37319 0.0 0.0 0.0 0.339
H -4.89442 -2.03038 0.80755 0.0 0.0 0.0 0.116
H -3.65319 -4.57453 1.98930 0.0 0.0 0.0 0.357
H -3.77131 -2.99231 2.75922 0.0 0.0 0.0 0.225
H -2.75061 -3.21660 1.32570 0.0 0.0 0.0 0.059
C -6.36908 0.68683 2.86952 0.1 0.0 0.0 -0.927
C -6.26709 -0.16793 4.12176 -0.1 0.1 0.0 -0.353
O -5.07944 -0.93291 4.19889 0.0 -0.2 0.0 -0.415
C -3.86575 -0.20184 4.21660 0.1 0.1 0.0 -0.010
C -3.73032 0.74398 5.39695 -0.1 0.0 0.0 -1.286
H -6.23495 0.07378 1.97713 0.0 0.0 0.0 0.157
H -7.34699 1.16599 2.82171 0.0 0.0 0.0 0.400
H -5.61364 1.47357 2.84964 0.0 0.0 0.0 0.262
H -7.07797 -0.89640 4.13125 0.0 -0.1 0.0 0.334
H -6.38606 0.44899 5.01979 0.0 0.0 0.0 0.338
H -3.72779 0.33851 3.27293 0.0 0.0 0.0 0.242
H -3.07859 -0.95510 4.26367 0.0 -0.1 0.0 0.282
H -4.45856 1.55529 5.35506 0.0 0.0 0.0 0.299
H -2.73645 1.19142 5.40420 0.0 0.0 0.0 0.393
H -3.88218 0.20809 6.33459 0.0 0.0 0.0 0.319

[2]
78
Properties=species:S:1:pos:R:3:forces:R:3:mulliken_charge:R:1 method="wB97M-V/def2-TZVPD" e_above_lowest_kcal_mol=50.1 e_lumo_ha=-0.2748 total_charge=+1
In 0.99959 0.24160 0.98764 0.0 -0.2 -0.3 0.866
C -2.57805 3.64909 -0.32199 3.1 -1.5 0.3 -0.136
C -1.61459 2.77776 0.36729 -0.4 -0.4 0.7 0.079
C -1.98598 2.26169 1.86364 2.1 -0.8 -1.6 0.133
O -1.15846 1.50355 2.37443 -1.3 1.1 -0.3 -0.353
C -3.22893 2.67969 2.41794 1.6 -0.9 0.8 -0.297
C -4.11617 3.43914 1.72276 -6.0 2.8 0.2 0.176
C -3.75132 3.95924 0.26574 -5.8 2.7 0.2 0.214
O -4.55025 4.69289 -0.43052 1.8 -2.1 2.6 -0.498
O -5.26671 3.70002 2.32754 4.6 -0.7 -3.2 -0.523
O -0.62342 2.35116 -0.18068 -0.2 0.2 0.4 0.020
H -2.41320 3.99355 -1.33223 0.2 -0.1 -0.1 0.593
H -3.50203 2.44434 3.43599 0.1 -0.2 0.1 0.536
C 3.98808 3.47055 -1.84651 0.5 0.5 0.5 -1.429
C 3.31767 2.84712 -0.60034 -0.3 1.1 -1.1 -0.094
C 2.63003 3.91237 0.35842 0.4 -0.8 -0.4 -0.863
O 1.87739 3.23341 1.33808 0.3 0.0 0.8 -0.089
C 1.22781 4.12661 2.24062 0.0 -1.2 -0.1 -0.838
N 2.29516 1.93175 -1.08132 -0.7 0.0 0.5 -0.028
H 4.54917 2.69029 -2.36079 -0.1 -0.1 -0.1 0.402
H 4.71831 4.23381 -1.57761 0.1 0.1 0.1 0.416
H 3.30879 3.92656 -2.56673 -0.3 -0.1 0.2 0.322
H 4.12174 2.23601 -0.19032 -0.2 0.3 1.1 0.362
H 1.91097 4.61941 -0.05529 0.0 -0.2 -1.4 0.382
H 3.36283 4.61423 0.75655 0.5 -0.4 0.5 0.464
H 0.42584 4.67006 1.74100 0.1 0.5 -0.2 0.314
H 1.93653 4.77856 2.75129 -0.1 0.2 -0.1 0.377
H 0.73532 3.48547 2.97170 0.1 0.1 0.2 0.132
H 1.72046 2.53275 -1.65458 -0.7 -0.3 -0.3 0.027
H 2.67430 1.23166 -1.70279 0.4 0.0 0.0 0.172
C -0.90124 -6.26592 -0.53032 0.5 2.0 0.2 -0.878
O -0.19263 -5.02852 -0.07614 -0.8 -1.2 0.1 -0.298
C 1.22107 -4.97965 -0.14989 0.3 -0.8 -1.6 -0.742
C 1.69159 -3.57212 0.00402 0.0 0.7 0.1 -0.486
N 1.02530 -2.91653 1.12985 0.6 -0.1 -0.4 0.474
C 1.73945 -3.23398 2.35858 -0.3 -0.1 -0.2 -0.873
C 0.90349 -2.81006 3.54354 0.2 0.8 0.0 -0.612
O 0.70476 -1.39721 3.41935 -0.6 0.7 1.8 -0.111
C -0.10095 -0.79986 4.50421 0.8 0.0 -0.9 -0.844
H -0.82266 -6.29116 -1.61719 0.6 -0.6 0.0 0.348
H -1.96711 -6.09791 -0.37610 0.1 0.2 0.5 0.260
H -0.61253 -7.14950 0.03893 0.4 0.0 -0.4 0.306
H 1.56943 -5.18968 -1.16114 -0.1 -0.7 -0.3 0.417
H 1.78310 -5.65096 0.49939 -0.5 -0.3 0.5 0.429
H 1.48492 -3.02824 -0.91771 0.0 0.1 0.0 -0.087
H 2.77414 -3.61892 0.12241 0.1 0.3 0.1 0.432
H 0.21381 -3.51689 1.16376 -1.0 0.7 0.3 0.023
H 2.70817 -2.73430 2.35806 0.0 0.1 0.1 0.343
H 1.91215 -4.30993 2.33424 0.3 -0.3 0.8 0.414
H 1.41742 -3.04057 4.47673 0.0 -0.1 0.2 0.402
H -0.08225 -3.27525 3.54361 -0.1 -0.4 0.0 0.359
H -0.21080 0.25356 4.24668 -0.6 -0.3 -0.5 0.111
H 0.32832 -0.69877 5.50101 0.8 -0.9 0.0 0.364
H -1.03251 -1.35266 4.62556 -0.2 0.2 -0.2 0.374
C -1.16013 2.21432 -5.17488 0.6 0.3 0.1 -0.953
O -0.44768 1.69694 -4.00140 -0.8 0.2 -2.0 -0.194
C -0.07664 0.35752 -4.23505 0.2 -0.5 0.6 -0.803
C 0.55295 -0.22132 -2.99577 -0.5 -0.4 0.4 -0.591
N -0.31473 -0.25800 -1.77419 -0.2 0.1 -0.4 0.538
C -1.02429 -1.51688 -1.69046 0.3 -1.4 1.6 -0.875
C -1.98105 -1.68330 -0.45193 0.8 0.3 -1.1 -1.175
O -1.45113 -1.31756 0.82608 -0.7 -1.2 -0.5 0.379
C -2.41560 -1.76787 1.79156 -0.1 1.2 0.3 -0.860
H -2.12376 1.75266 -5.39027 -0.3 -0.1 0.8 0.358
H -0.66233 2.07648 -6.13472 0.9 -0.4 0.2 0.357
H -1.22312 3.29967 -5.09660 -0.3 -0.2 0.5 0.263
H 0.70308 0.19388 -4.97892 0.0 0.6 -0.6 0.469
H -0.91996 -0.26229 -4.53960 -0.4 0.1 -0.1 0.351
H 1.52760 0.25179 -2.87608 -0.3 0.3 0.6 0.111
H 0.81213 -1.24515 -3.26541 -0.1 -0.2 0.1 0.344
H -1.12922 0.32434 -1.90680 0.5 1.4 -0.2 0.063
H -0.25659 -2.29008 -1.66064 -0.2 -0.3 0.1 0.272
H -1.65589 -1.72398 -2.55434 -0.1 0.0 -0.3 0.300
H -2.29989 -2.72557 -0.46223 0.2 -0.3 0.1 0.435
H -2.90321 -1.13626 -0.64809 -0.2 0.5 0.1 0.590
H -3.30355 -1.16294 1.60798 -0.3 0.1 0.4 0.391
H -2.04669 -1.58650 2.80107 0.1 0.2 -0.3 -0.098
H -2.76587 -2.79924 1.75057 0.6 -0.3 -0.5 0.364

[3]
72
Properties=species:S:1:pos:R:3:forces:R:3:mulliken_spin:R:1 method="wB97M-V/def2-TZVPD" multiplicity=5 e_lumo_ha="-0.3534 / -0.4262" total_charge=+3
Mn 0.03165 -0.07284 -0.00491 0.1 1.2 -1.3 3.462
P -2.17753 -0.91381 0.59504 -0.9 -0.5 0.2 0.011
P 0.96442 1.08211 2.01821 0.6 0.6 0.9 0.025
P 1.19231 -2.13059 0.57196 0.3 -0.3 0.0 -0.145
H 1.43921 0.87597 -2.03332 0.0 -0.4 0.3 -0.010
C 1.23930 -0.16147 -1.74074 -1.3 -0.6 -0.3 -0.169
C -0.06918 -0.73529 -2.00644 1.1 0.5 0.1 -0.172
H -0.83404 -0.15050 -2.53081 0.2 -0.3 0.4 0.000
C -3.70227 0.00659 0.15760 0.1 0.2 -0.2 0.000
C -2.40523 -1.13475 2.40289 0.0 -0.1 0.0 0.005
C -2.54017 -2.55082 -0.14210 -0.1 0.0 0.0 0.006
C 2.65204 1.74421 1.71525 -0.1 -0.1 -0.2 -0.001
C 0.16365 2.56730 2.74772 -0.3 0.0 -0.2 -0.007
C 1.12225 0.04529 3.53015 0.0 0.0 0.0 0.000
C 1.23324 -3.40859 -0.74195 -0.1 0.2 -0.1 0.009
C 0.59854 -3.08504 2.01061 0.0 0.1 0.1 -0.020
C 2.96396 -1.80422 0.90430 0.0 0.0 -0.1 0.016
H 2.11822 -0.81203 -1.73676 -0.3 0.2 0.1 0.026
H -0.15999 -1.81293 -2.15139 0.0 0.4 0.1 0.007
H -3.68041 0.27647 -0.90504 -0.1 -0.1 0.2 0.002
H -3.78023 0.93096 0.74169 0.0 -0.3 -0.1 0.001
H -4.58886 -0.61347 0.35677 0.3 0.1 0.0 0.000
H -2.30965 -0.16050 2.90179 -0.1 -0.2 -0.1 0.000
H -1.64752 -1.80970 2.81811 -0.3 0.2 -0.1 -0.002
H -3.40400 -1.53892 2.61630 0.2 0.1 0.0 0.001
H -2.50126 -2.45495 -1.23563 -0.1 0.0 0.3 -0.001
H -3.54958 -2.87457 0.15152 0.3 0.0 -0.1 -0.001
H -1.80604 -3.30523 0.16883 -0.3 0.2 -0.1 -0.001
H 3.04501 2.24275 2.61391 -0.2 -0.2 -0.2 -0.001
H 2.58513 2.47920 0.90031 0.1 -0.2 0.2 -0.001
H 3.33532 0.94375 1.40519 -0.1 0.3 0.1 -0.001
H 0.74915 2.92967 3.60549 -0.1 -0.2 -0.3 -0.002
H -0.84591 2.31935 3.09686 0.2 0.1 0.0 0.001
H 0.08301 3.36412 1.99870 0.0 -0.2 0.2 0.001
H 1.46958 0.65655 4.37421 0.0 -0.1 -0.3 0.000
H 1.82511 -0.78171 3.38740 -0.1 0.2 0.1 0.000
H 0.13898 -0.36812 3.79058 0.2 0.1 0.0 0.000
H 1.80939 -4.27911 -0.39961 -0.2 0.2 0.1 -0.005
H 1.70161 -3.01924 -1.65322 -0.1 0.0 0.2 -0.001
H 0.21271 -3.72790 -0.98932 0.3 0.0 0.1 0.001
H 1.28428 -3.92319 2.19113 -0.1 0.2 -0.1 -0.005
H -0.40379 -3.48375 1.81364 0.3 0.1 0.0 0.000
H 0.56197 -2.46035 2.90892 0.0 -0.2 -0.2 0.000
H 3.50980 -2.74932 1.01927 -0.2 0.1 0.1 -0.002
H 3.09263 -1.19993 1.80929 0.0 -0.3 -0.2 0.000
H 3.40091 -1.25453 0.06142 -0.1 -0.1 0.2 -0.010
C 5.82719 -3.85613 -2.85807 -0.4 0.0 1.1 0.195
C 7.19143 -3.51083 -2.83577 1.4 0.4 -0.7 0.082
C 7.90708 -3.43431 -4.03126 0.0 0.1 1.4 0.025
C 7.27658 -3.71961 -5.25062 0.1 0.0 -0.2 0.225
C 5.92684 -4.09644 -5.27060 -1.2 -0.3 0.7 0.028
C 5.20555 -4.17683 -4.08007 -0.2 -0.2 -1.4 0.093
S 4.87221 -3.88969 -1.40088 0.9 0.1 -0.8 0.341
H 5.82646 -3.46606 -0.52329 -0.2 -0.2 -0.4 -0.005
H 7.66293 -3.30060 -1.87708 0.1 0.0 -0.3 -0.002
H 8.96062 -3.14919 -4.01137 -0.3 -0.1 0.0 0.004
H 7.83706 -3.65112 -6.18510 -0.2 0.0 0.3 0.001
H 5.42823 -4.32826 -6.21263 0.2 0.0 0.3 0.004
H 4.15830 -4.47669 -4.06875 0.2 0.1 -0.2 0.002
N -0.21168 2.48382 -2.99461 0.0 -0.2 0.1 0.002
C -0.94182 2.89942 -1.91225 0.1 0.0 0.0 0.013
C -1.62049 4.14455 -1.96947 -0.1 -0.3 0.3 -0.002
C -2.37912 4.55975 -0.88321 0.4 -0.2 -0.4 0.003
C -2.43641 3.71904 0.23252 0.1 -0.8 0.6 -0.002
C -1.73585 2.51768 0.20982 -0.5 0.8 0.4 0.041
N -0.95239 2.11419 -0.80859 -0.1 -0.7 0.2 -0.033
H -0.06582 1.49233 -3.16097 -0.2 0.6 0.0 0.000
H -0.29112 3.05948 -3.81667 0.1 -0.1 -0.1 0.000
H -1.54412 4.71936 -2.89441 -0.1 -0.1 0.4 -0.001
H -2.92954 5.50261 -0.89058 0.2 -0.3 -0.1 0.000
H -3.01725 3.97191 1.12559 0.2 -0.1 -0.5 0.000
H -1.80088 1.83705 1.07195 0.1 0.5 -0.5 -0.031

no.,total energy (a.u.)
1,-8777.123564
2,-1895.074064
3,-3545.893541